No. 1
This record from the OMol25 dataset describes a 2-piece molecular cluster, C4H9N3O3 overall. The level of theory is ωB97M-V/def2-TZVPD.

## Properties
Structure (SMILES): COC(=O)N(C)C.N#[N+][O-]
DFT total energy (eV): -14902.041
Gap between HOMO and LUMO (eV): 9.74
Relative energy (zero: lowest compared OMol25 entry of this formula, charge and spin) (kJ/mol): 541.2
Multiplicity: 1
E_LUMO (eV): 0.71

Last column: natural (NBO) charge in e.
Atoms and positions in Å:
C1 -2.50500 -0.89794 0.13563  -0.243
O1 -1.24438 -0.54625 -0.43401  -0.518
C2 -0.35689 -0.06508 0.33244  0.898
O2 -0.75057 0.40139 1.51804  -0.741
N1 0.94282 -0.34247 0.08118  -0.460
C3 1.80441 -0.81721 -1.01713  -0.398
C4 1.80128 0.02788 1.15216  -0.397
H1 -3.04639 0.08201 0.29206  0.193
H2 -2.33100 -1.52704 1.02265  0.206
H3 -3.10085 -1.44869 -0.54428  0.187
H4 1.98104 -0.00268 -1.64439  0.196
H5 2.68645 -1.26614 -0.49531  0.220
H6 1.13010 -1.48701 -1.62936  0.214
H7 2.05263 1.04289 1.03100  0.188
H8 1.44386 -0.28868 2.22681  0.235
H9 2.77984 -0.44232 1.09049  0.182
N2 -0.56074 1.55763 -0.84305  -0.107
N3 -1.14038 2.49885 -1.01189  0.466
O3 -1.58624 3.52086 -1.26303  -0.322

No. 2
This record from the OMol25 dataset describes one molecule with the formula C4H9N3O3S. The level of theory is ωB97M-V/def2-TZVPD.

## Properties
Structure (SMILES): CS(=O)(=O)n1on1NC1CC1
DFT total energy (eV): -25734.282
Gap between HOMO and LUMO (eV): 11.01
Relative energy (zero: lowest compared OMol25 entry of this formula, charge and spin) (kJ/mol): 329.9
Multiplicity: 1
E_LUMO (eV): 0.79

Last column: natural (NBO) charge in e.
Atoms and positions in Å:
C1 -2.35009 -1.35297 1.17627  -0.836
S1 -2.93859 -0.26709 -0.19055  2.249
O1 -4.15719 0.25785 0.32665  -0.908
O2 -2.78831 -0.94038 -1.43098  -0.917
N1 -1.74964 0.93548 -0.21899  -0.263
O3 -1.21120 1.16531 1.04470  -0.356
N2 -0.47999 0.27996 -0.05769  0.114
N3 0.59603 0.89393 -0.50357  -0.400
C2 1.87081 0.58043 -0.03625  -0.088
C3 2.65818 -0.59027 -0.49548  -0.410
C4 3.08219 0.70468 -0.90382  -0.407
H1 -2.83795 -2.29640 1.08258  0.245
H2 -1.36089 -1.32673 1.06300  0.234
H3 -2.68202 -0.66305 1.96969  0.248
H4 0.32290 1.89463 -0.57218  0.376
H5 1.96472 0.81022 1.02433  0.196
H6 2.05764 -1.16400 -1.17395  0.232
H7 3.15109 -1.06630 0.30198  0.223
H8 3.91032 1.26416 -0.39911  0.233
H9 2.94200 0.88052 -2.00661  0.236

No. 3
This record from the OMol25 dataset describes one molecule with the formula C4H9N3S. The level of theory is ωB97M-V/def2-TZVPD.

## Properties
Structure (SMILES): [H]/N=C(/N)NC(=C)CS
DFT total energy (eV): -19599.017
Gap between HOMO and LUMO (eV): 9.70
Relative energy (zero: lowest compared OMol25 entry of this formula, charge and spin) (kJ/mol): 59.7
Multiplicity: 1
E_LUMO (eV): 0.78

Last column: natural (NBO) charge in e.
Atoms and positions in Å:
H1 1.85343 1.96820 1.08322  0.330
N1 1.87059 1.02981 1.45811  -0.756
C1 0.81126 0.41151 1.16597  0.576
N2 0.70885 -0.90456 1.51027  -0.835
N3 -0.28984 0.93190 0.49575  -0.661
C2 -0.99914 0.13325 -0.50181  0.141
C3 -2.29962 0.25808 -0.66944  -0.397
C4 -0.13920 -0.82309 -1.27919  -0.569
S1 1.32932 0.01602 -2.00403  -0.064
H2 1.38451 -1.22075 2.15661  0.400
H3 -0.21520 -1.19117 1.78494  0.381
H4 -0.04091 1.84462 0.14368  0.396
H5 -2.86589 -0.31571 -1.39392  0.209
H6 -2.89246 0.95788 -0.03958  0.214
H7 -0.70285 -1.19622 -2.18487  0.236
H8 0.26652 -1.62951 -0.69449  0.257
H9 2.22065 -0.27026 -1.03122  0.143

No. 4
This record from the OMol25 dataset describes a 2-piece molecular cluster, C4H9N3S overall. The level of theory is ωB97M-V/def2-TZVPD.

## Properties
DFT total energy (eV): -19594.546
Gap between HOMO and LUMO (eV): 8.57
Relative energy (zero: lowest compared OMol25 entry of this formula, charge and spin) (kJ/mol): 491.1
Multiplicity: 1
E_LUMO (eV): 0.59

Last column: natural (NBO) charge in e.
Atoms and positions in Å:
C1 1.70033 -1.61623 0.49982  -0.446
C2 0.34066 1.32312 -0.46649  -0.250
C3 -0.94546 1.83518 0.11574  -0.234
C4 -1.15270 -0.45675 -0.10697  0.349
H1 0.96365 -2.61166 0.77158  0.238
H2 3.12486 -1.66179 0.13779  0.209
H3 1.48651 -0.76726 1.39263  0.204
H4 0.58497 -1.96734 -1.14676  0.393
H5 1.17897 1.68251 0.16595  0.212
H6 0.72038 1.65829 -1.40967  0.219
H7 -1.04540 1.89855 1.34856  0.205
H8 -1.37902 2.74804 -0.25404  0.226
H9 -2.82509 0.53984 0.29477  0.420
N1 1.14055 -1.07687 -0.68718  -0.491
N2 0.09387 -0.10761 -0.46016  -0.286
N3 -1.92047 0.56361 0.00601  -0.567
S1 -2.06662 -1.98363 -0.20157  -0.402

No. 5
This record from the OMol25 dataset describes C4H9N3S as an isolated structure. The level of theory is ωB97M-V/def2-TZVPD.

## Properties
DFT total energy (eV): -19595.333
Gap between HOMO and LUMO (eV): 8.85
Relative energy (zero: lowest compared OMol25 entry of this formula, charge and spin) (kJ/mol): 415.2
Multiplicity: 1
E_LUMO (eV): 0.38

Last column: natural (NBO) charge in e.
Atoms and positions in Å:
C1 0.83144 2.16953 0.46414  -0.466
C2 -1.06208 0.77611 1.18651  0.290
C3 -0.60738 -0.77563 -1.53708  -0.412
C4 0.95795 -1.86486 -0.02896  -0.036
H1 1.06702 2.62266 -0.79499  0.192
H2 1.46406 1.03503 0.37816  0.183
H3 1.29234 2.97529 1.18710  0.232
H4 -1.97158 0.78585 1.78797  0.180
H5 -1.40227 -1.28126 1.16776  0.395
H6 -0.66726 0.28490 -1.63338  0.220
H7 -1.55205 -1.31946 -1.85018  0.206
H8 0.04050 -1.05108 -2.27872  0.212
H9 1.42199 -2.33126 -0.97186  0.212
N1 -0.59470 1.91915 0.92428  -0.511
N2 -0.78058 -0.51407 0.78545  -0.462
N3 -0.05668 -1.03986 -0.25178  -0.249
S1 1.61929 -2.39104 1.46558  -0.186

No. 6
This record from the OMol25 dataset describes one molecule with the formula C4H9N3S. The level of theory is ωB97M-V/def2-TZVPD.

## Properties
Structure (SMILES): C[C@H]1CNC(NS)=N1
DFT total energy (eV): -19598.986
Gap between HOMO and LUMO (eV): 9.63
Relative energy (zero: lowest compared OMol25 entry of this formula, charge and spin) (kJ/mol): 62.7
Multiplicity: 1
E_LUMO (eV): 0.82

Last column: natural (NBO) charge in e.
Atoms and positions in Å:
C1 0.05503 2.65659 -0.98526  -0.629
C2 0.65265 1.26690 -1.18018  -0.065
C3 1.98108 1.06533 -0.31398  -0.239
N1 1.42831 0.22328 0.78432  -0.641
C4 0.26826 -0.30351 0.25281  0.554
N2 -0.34694 -1.28335 1.02571  -0.774
S1 -1.78820 -2.01885 0.53600  0.205
N3 -0.22942 0.21479 -0.78475  -0.523
H1 0.61647 3.43759 -1.53468  0.214
H2 -0.94278 2.70514 -1.45485  0.220
H3 -0.21379 2.86374 0.05251  0.212
H4 0.96558 1.12789 -2.21774  0.187
H5 2.33774 2.00918 0.12660  0.203
H6 2.72093 0.51325 -0.91197  0.187
H7 2.11641 -0.45987 1.10526  0.383
H8 -0.15718 -1.20739 2.02170  0.401
H9 -2.53797 -0.88282 0.41986  0.104

No. 7
This record from the OMol25 dataset describes one molecule with the formula C4H9N3S. The level of theory is ωB97M-V/def2-TZVPD.

## Properties
Structure (SMILES): C=CN/C(CS)=N/N
DFT total energy (eV): -19596.319
Gap between HOMO and LUMO (eV): 8.88
Relative energy (zero: lowest compared OMol25 entry of this formula, charge and spin) (kJ/mol): 320.0
Multiplicity: 1
E_LUMO (eV): 0.80

Last column: natural (NBO) charge in e.
Atoms and positions in Å:
C1 2.15468 -0.16317 2.36531  -0.500
C2 1.36124 -0.62489 1.31588  0.009
N1 0.06460 -0.23099 1.13321  -0.602
C3 -0.61120 -0.02536 -0.05780  0.425
C4 -0.15711 -0.83450 -1.23750  -0.614
S1 0.83603 -0.06409 -2.50028  -0.021
N2 -1.53701 0.83213 -0.05962  -0.370
N3 -2.21772 1.12880 -1.28559  -0.719
H1 1.58335 0.37043 3.19930  0.190
H2 3.21248 -0.28120 2.50557  0.218
H3 1.82481 -1.28532 0.46843  0.207
H4 -0.41879 0.40941 1.70242  0.409
H5 0.42827 -1.62826 -0.90572  0.222
H6 -0.98826 -1.30017 -1.77614  0.236
H7 0.06583 1.06419 -2.32200  0.158
H8 -2.57126 2.24922 -1.20100  0.385
H9 -3.02993 0.38377 -1.34449  0.370

No. 8
This record from the OMol25 dataset describes one molecule with the formula C4H9N3S. The level of theory is ωB97M-V/def2-TZVPD.

## Properties
Structure (SMILES): C=CCN(N)C(N)=S
DFT total energy (eV): -19597.411
Gap between HOMO and LUMO (eV): 8.60
Relative energy (zero: lowest compared OMol25 entry of this formula, charge and spin) (kJ/mol): 214.7
Multiplicity: 1
E_LUMO (eV): 0.73

Last column: natural (NBO) charge in e.
Atoms and positions in Å:
C1 -0.24037 1.81298 -2.08774  -0.400
C2 0.49098 0.74164 -1.61582  -0.216
C3 0.83522 0.65954 -0.09622  -0.296
N1 0.04716 -0.26630 0.78795  -0.288
N2 -1.32354 -0.01082 0.86254  -0.645
C4 0.54208 -1.46853 1.11670  0.287
N3 -0.35915 -2.32494 1.59061  -0.808
S1 2.17944 -1.70823 0.99812  -0.299
H1 -0.91454 2.54234 -1.47577  0.198
H2 -0.43493 1.98874 -3.15305  0.203
H3 0.90606 -0.09123 -2.29850  0.231
H4 1.93026 0.37303 -0.05450  0.281
H5 0.74766 1.63283 0.34520  0.194
H6 -1.33227 0.94637 1.18355  0.360
H7 -1.65259 0.02618 -0.11184  0.361
H8 -0.12717 -3.11737 2.20230  0.421
H9 -1.29427 -1.73624 1.80647  0.418

What is the multiplicity in the seventh record?
1